A structure of composition C38H20N8ReS2 at a distorted geometry, computed with ωB97M-V with the def2-TZVPD basis set.

The geometry in XYZ format:
```
69
Properties=species:S:1:pos:R:3:forces:R:3:lowdin_spin:R:1
Re 0.109 -0.414 0.270 -0.070 -0.316 -0.986 0.655
C 6.020 -0.591 3.266 0.011 0.035 -0.017 0.018
C 5.598 -1.852 3.707 -0.011 -0.044 0.021 0.006
C 4.330 -2.326 3.420 -0.012 -0.003 -0.004 0.015
C 3.499 -1.510 2.661 0.030 0.047 -0.025 0.010
C 2.133 -1.667 2.201 -0.080 -0.003 0.024 0.088
N 1.787 -0.586 1.447 0.008 0.224 0.112 0.006
C 2.802 0.331 1.505 -0.176 -0.055 0.014 0.034
N 2.754 1.588 1.120 0.127 0.053 0.015 -0.006
C 1.700 2.179 0.616 -0.083 -0.079 -0.020 -0.022
C 1.663 3.579 0.268 -0.068 0.098 -0.068 -0.011
C 2.617 4.589 0.373 -0.009 -0.052 0.008 -0.002
C 2.264 5.844 -0.074 0.008 0.035 -0.002 -0.010
C 0.991 6.099 -0.613 0.005 0.016 0.000 -0.002
C 0.044 5.102 -0.718 -0.017 -0.048 0.010 -0.008
C 0.399 3.831 -0.271 0.111 0.026 0.017 -0.007
C -0.324 2.582 -0.234 0.060 -0.125 0.031 -0.059
N -1.574 2.450 -0.667 -0.112 0.008 -0.036 0.031
C -2.267 1.354 -0.542 0.080 0.052 0.022 -0.068
N -1.844 0.142 -0.026 0.214 0.007 0.192 0.022
C -2.940 -0.660 0.156 -0.019 -0.076 0.054 -0.006
N -2.996 -1.796 0.802 -0.122 0.049 -0.050 0.008
C -1.970 -2.303 1.469 0.179 0.028 0.006 0.045
N -0.702 -1.815 1.555 -0.094 -0.030 0.231 0.001
C 0.057 -2.701 2.314 -0.065 0.053 -0.087 0.084
N 1.334 -2.650 2.577 0.129 -0.031 0.059 -0.028
C -0.805 -3.770 2.775 -0.109 -0.062 -0.011 0.010
C -0.558 -4.883 3.570 0.034 0.049 -0.025 0.013
C -1.618 -5.734 3.817 -0.006 -0.030 0.017 0.007
C -2.893 -5.484 3.288 -0.024 -0.024 0.015 0.015
C -3.139 -4.377 2.499 0.022 0.053 -0.031 0.006
C -2.071 -3.523 2.248 0.056 -0.080 0.059 0.014
C -4.108 0.000 -0.413 0.021 0.090 -0.043 -0.012
C -5.433 -0.397 -0.522 0.012 -0.004 0.006 0.001
C -6.317 0.497 -1.100 -0.019 -0.039 0.014 -0.014
C -5.894 1.758 -1.537 0.011 0.036 -0.016 0.002
C -4.576 2.159 -1.411 0.001 0.005 -0.002 -0.012
C -3.686 1.255 -0.848 -0.076 -0.083 0.006 -0.002
N 0.465 1.618 0.313 -0.011 0.309 0.184 0.018
C 3.920 -0.252 2.222 0.035 -0.086 0.048 0.018
C 5.187 0.229 2.527 0.000 0.012 0.002 0.004
H 7.019 -0.256 3.514 0.000 0.003 0.000 0.001
H 6.280 -2.462 4.284 -0.008 -0.008 0.002 0.000
H 3.992 -3.294 3.762 0.006 -0.005 0.004 0.001
H 3.594 4.381 0.788 0.006 0.006 0.000 0.000
H 2.977 6.656 -0.013 0.010 -0.005 0.006 0.000
H 0.759 7.099 -0.953 -0.014 -0.002 -0.005 0.000
H -0.938 5.286 -1.132 0.000 0.012 -0.005 0.000
H 0.429 -5.069 3.970 0.004 -0.003 0.004 0.000
H -1.469 -6.614 4.428 0.009 0.003 0.003 0.000
H -3.695 -6.178 3.504 -0.009 0.004 -0.007 0.001
H -4.117 -4.176 2.083 -0.007 -0.004 -0.001 0.000
H -5.749 -1.370 -0.172 -0.010 -0.004 -0.001 0.000
H -7.358 0.224 -1.215 0.000 -0.011 0.004 -0.001
H -6.617 2.429 -1.982 0.000 0.005 0.001 0.000
H -4.244 3.135 -1.739 0.009 0.003 0.001 -0.001
H 5.504 1.207 2.193 -0.008 0.004 -0.007 0.000
S 0.189 -2.547 -0.853 -0.040 -0.080 0.275 0.062
C 1.499 -2.567 -1.983 -0.009 0.170 -0.111 0.008
C 1.967 -3.760 -2.538 0.058 -0.008 -0.069 0.003
C 2.995 -3.727 -3.459 -0.028 -0.052 0.026 0.002
C 3.572 -2.511 -3.830 0.024 0.068 -0.004 0.004
C 3.121 -1.329 -3.278 0.023 -0.066 -0.038 0.001
C 2.075 -1.352 -2.352 -0.153 -0.130 -0.072 0.009
S 1.454 0.107 -1.657 0.189 0.080 0.249 0.045
H 1.523 -4.700 -2.238 -0.015 0.000 0.005 0.000
H 3.361 -4.651 -3.887 0.004 0.000 -0.003 0.000
H 4.384 -2.494 -4.544 -0.001 -0.003 -0.002 0.000
H 3.571 -0.383 -3.552 -0.010 0.009 0.000 0.000
```
Positions in Å, forces in eV/Å.

Properties
expectation value of S²	0.96
max |F|	1.0	eV Å⁻¹
multiplicity	2
HOMO (alpha / beta)	-6.699 / -6.631	eV
LUMO level (alpha / beta)	-1.711 / -1.934	eV
calculated total energy	-75456.2977	eV
M	838.98	g mol⁻¹